{"formula": "C21H24N4O3S", "method": "ωB97M-V/def2-TZVPD", "fmax_ev_per_a": 17.68, "homo_ha": -0.2997, "elements": ["H", "H", "C", "C", "H", "C", "H", "H", "C", "N", "S", "N", "C", "C", "H", "H", "N", "C", "H", "C", "H", "N", "H", "H", "H", "C", "H", "H", "O", "C", "H", "H", "O", "H", "C", "H", "H", "C", "C", "H", "C", "H", "C", "C", "C", "C", "O", "H", "C", "H", "C", "C", "H"], "coordinates": [[-4.19282, 0.89911, 2.58329], [-2.63084, 1.63603, 7.16356], [-0.73439, 0.43981, -0.72279], [3.29522, -0.07722, -2.78584], [-4.03700, 0.82945, 7.32480], [1.83374, 0.24361, -1.34529], [-3.99222, 2.57017, 6.96562], [3.18672, 3.42596, -3.84088], [-2.92720, -0.24245, 3.73620], [1.95035, 1.60888, -1.79478], [-2.40175, -2.39431, -0.24626], [-0.89942, -1.96693, -0.99072], [3.87066, -0.52051, -3.89755], [3.38463, 2.15497, -3.80010], [4.74641, 3.45010, -5.54861], [6.24071, 2.61689, -5.45106], [2.40062, -0.68163, -1.85859], [-3.13261, -0.58637, 1.45943], [-1.42567, -3.22537, 2.17229], [-3.65100, 1.33152, 5.41905], [0.10177, -3.15281, 0.14505], [-3.00824, 0.17942, 5.01576], [1.41316, 2.41508, -1.68270], [-1.32484, 0.64394, 0.19523], [-0.45070, -0.60360, -2.57392], [-1.99971, -2.25894, 2.32919], [0.97466, -2.24379, -1.19750], [1.88694, -1.45464, 0.75364], [-2.06085, -4.07121, 0.00026], [5.10112, 2.56306, -5.59120], [4.49047, -1.69057, -3.54061], [-0.70353, 1.29138, -1.31827], [-3.57622, -2.21782, -1.16178], [0.01631, -1.20626, 1.36972], [4.45252, 1.90298, -4.53211], [-2.42833, -0.43481, 5.63727], [-1.63787, -2.21646, 4.41261], [-1.09729, -0.66964, -1.45853], [-2.12291, -1.60084, 3.68315], [0.92701, 1.00001, 0.41810], [0.32610, -2.12019, -0.36935], [-3.86151, -0.18010, 0.67030], [0.86254, -1.13109, 0.50247], [-3.43589, 1.58034, 6.87181], [-3.38726, 0.09241, 2.61176], [4.62488, 0.34599, -4.53089], [-4.22235, 1.99969, 4.57557], [5.28789, 0.05946, -5.35006], [0.65844, 0.29381, -0.27540], [4.94763, 2.39850, -6.59933], [-2.65175, -1.72915, 1.21329], [2.99803, 1.41138, -2.83441], [-1.98433, -0.70724, -1.93088]]}

{"formula": "C5H7NO", "method": "ωB97M-V/def2-TZVPD", "fmax_ev_per_a": 1.22, "homo_ha": -0.3390, "elements": ["H", "O", "C", "H", "C", "H", "H", "H", "C", "N", "H", "C", "C", "H"], "coordinates": [[-1.00022, -1.46347, -1.59637], [-1.65826, -0.76060, 0.16811], [0.88483, -0.19148, -0.93119], [0.63755, -1.15865, 1.05919], [-1.22940, -0.59059, -0.96734], [1.07066, -0.31829, -1.98161], [-2.24134, 0.61970, 1.86884], [2.40301, -1.02348, 0.52809], [1.21934, 0.71353, -0.04006], [-0.38735, 1.71147, 1.34734], [1.61391, 1.70079, 0.09041], [1.37470, -0.68120, 0.40206], [-1.32987, 1.08194, 1.56965], [-1.35757, 0.36033, -1.51712]]}

{"formula": "C4H8OP2", "method": "ωB97M-V/def2-TZVPD", "fmax_ev_per_a": 3.68, "homo_ha": [-0.3012, -0.3024], "elements": ["H", "C", "C", "H", "C", "H", "P", "O", "P", "H", "H", "H", "H", "C", "H"], "coordinates": [[2.42630, -1.27866, 1.53732], [-1.17533, 1.39785, -1.79237], [0.86026, -0.01995, 0.67348], [-1.30806, 1.61187, -2.91707], [1.56469, -0.71134, 1.83672], [0.34469, 0.79183, 0.98427], [-1.30882, -0.30805, -1.11974], [-2.35542, -1.28452, -1.61769], [-2.78753, 1.78181, -0.98206], [-0.36635, -1.90214, 0.12516], [-0.23653, 1.98003, -1.39062], [0.85506, -1.40134, 2.22230], [1.65165, 0.33139, 0.05313], [-0.02272, -0.88612, -0.19160], [1.85812, -0.10266, 2.57879]]}

{"formula": "C2H6N2S", "method": "ωB97M-V/def2-TZVPD", "fmax_ev_per_a": 9.20, "homo_ha": -0.3317, "elements": ["H", "H", "N", "C", "C", "H", "H", "S", "H", "N", "H"], "coordinates": [[0.72419, -0.15432, 1.46563], [2.56399, 0.88411, 1.56099], [-0.53895, 0.51393, -0.87346], [-0.66865, -0.73839, -1.08835], [1.24484, 1.09758, 1.26571], [0.18819, -1.15653, -1.72632], [-1.51908, 0.50015, 0.47077], [0.86986, 1.45630, -0.35679], [-1.71105, -2.34212, -1.77610], [-1.70764, -1.67660, -0.89750], [0.55430, 1.61588, 1.95541]]}